1.
Density functional theory data (ωB97M-V/def2-TZVPD) for 8 unconnected molecules or ions with the total composition C54H119N5O8.

Calculated values
SMILES: CC1(C)CCCC(C)(C)N1O.CC1(C)CCCC(C)(C)N1O.CC1(C)CCCC(C)(C)N1O.CC1(C)CCCC(C)(C)N1O.CC1(C)CCCC(C)(C)N1O.CC(C)O.CC(C)O.CC(C)O
Charge: 0
Molecular weight, g mol⁻¹: 966.57
Lowest unoccupied orbital energy, Ha: 0.0175

Last column: Mulliken charge in e.
Geometry (Å):
C  3.55  0.14  -2.54  -0.992
C  4.56  0.99  -1.69  2.124
C  3.80  2.26  -1.29  -1.795
C  4.89  0.28  -0.38  -0.937
C  5.92  -0.85  -0.60  -0.039
C  7.15  -0.35  -1.32  -1.414
C  6.85  0.41  -2.64  1.888
C  8.12  1.15  -3.01  -2.077
C  6.53  -0.61  -3.73  -1.522
N  5.77  1.41  -2.39  0.215
O  5.47  2.07  -3.60  -0.467
H  2.48  0.35  -2.58  0.244
H  3.88  0.00  -3.57  0.324
H  3.59  -0.90  -2.17  -0.187
H  4.48  2.77  -0.59  0.674
H  3.77  3.09  -2.01  0.297
H  2.83  2.09  -0.83  -0.416
H  5.31  1.07  0.25  0.708
H  4.06  -0.18  0.16  -0.248
H  6.27  -1.21  0.37  0.601
H  5.38  -1.68  -1.05  -0.349
H  7.64  -1.29  -1.57  0.472
H  7.79  0.19  -0.62  0.357
H  8.37  2.02  -2.40  0.430
H  7.99  1.70  -3.96  0.399
H  8.98  0.50  -3.11  0.396
H  7.37  -1.25  -3.99  0.464
H  6.17  -0.14  -4.65  0.305
H  5.74  -1.30  -3.42  0.092
H  5.90  2.92  -3.48  0.368
C  1.00  -2.28  -0.28  -1.280
C  -0.43  -1.74  -0.28  2.320
C  -1.20  -2.04  -1.56  -1.937
C  -1.26  -2.37  0.88  -0.981
C  -0.94  -1.83  2.27  -1.159
C  -1.25  -0.34  2.26  -0.477
C  -0.44  0.40  1.18  1.832
C  -1.07  1.81  1.07  -0.877
C  1.03  0.59  1.60  -0.762
N  -0.57  -0.28  -0.11  0.284
O  0.20  0.44  -1.05  0.595
H  1.57  -1.89  0.58  0.329
H  1.02  -3.34  -0.02  -0.096
H  1.56  -1.98  -1.16  0.309
H  -2.28  -2.10  -1.51  0.132
H  -0.96  -1.38  -2.40  0.365
H  -0.86  -2.98  -2.02  0.202
H  -2.31  -2.34  0.60  0.016
H  -1.12  -3.45  0.76  0.092
H  -1.52  -2.48  2.92  0.528
H  0.12  -2.01  2.45  0.298
H  -1.07  0.01  3.28  0.117
H  -2.29  -0.10  2.02  0.197
H  -2.16  1.72  1.07  0.141
H  -0.69  2.36  0.20  -0.432
H  -0.84  2.38  1.97  -0.377
H  1.48  -0.32  2.01  0.435
H  1.19  1.35  2.37  0.360
H  1.67  1.00  0.81  -0.444
H  -0.45  0.83  -1.66  0.026
C  -4.24  2.39  6.48  -2.001
C  -3.99  2.47  4.95  1.499
C  -2.49  2.32  4.73  -1.555
C  -4.77  1.33  4.30  -1.115
C  -5.07  1.53  2.82  0.642
C  -5.73  2.89  2.57  -1.753
C  -4.90  4.06  3.12  2.144
C  -3.72  4.45  2.20  -1.634
C  -5.92  5.21  3.16  -2.251
N  -4.49  3.79  4.50  0.380
O  -3.88  4.87  5.17  -0.453
H  -3.81  1.55  7.03  0.311
H  -3.83  3.30  6.90  0.498
H  -5.32  2.39  6.61  0.449
H  -2.22  1.26  4.77  0.531
H  -2.15  2.78  3.81  -0.067
H  -1.93  2.80  5.53  0.503
H  -4.08  0.48  4.30  0.359
H  -5.76  1.26  4.75  0.312
H  -4.21  1.50  2.13  -0.595
H  -5.69  0.72  2.43  0.518
H  -6.72  2.88  3.04  0.350
H  -5.92  2.95  1.50  0.538
H  -3.01  3.64  2.05  -0.048
H  -3.21  5.30  2.67  0.388
H  -4.06  4.74  1.21  0.593
H  -6.66  5.10  3.94  0.486
H  -6.43  5.39  2.21  0.391
H  -5.36  6.14  3.33  0.409
H  -4.59  5.14  5.76  0.350
C  -1.45  -8.03  0.66  -1.879
C  -0.92  -7.97  -0.79  1.863
C  0.28  -7.02  -0.82  -1.538
C  -0.53  -9.40  -1.20  -1.172
C  -0.45  -9.71  -2.69  -0.777
C  -1.84  -9.31  -3.20  -1.475
C  -2.23  -7.85  -3.11  1.755
C  -1.46  -6.96  -4.06  -1.560
C  -3.75  -7.79  -3.36  -2.036
N  -1.97  -7.48  -1.70  0.278
O  -2.39  -6.15  -1.40  -0.221
H  -1.45  -7.04  1.11  0.213
H  -2.50  -8.34  0.58  0.496
H  -0.95  -8.73  1.33  0.357
H  0.57  -6.68  -1.82  0.446
H  0.02  -6.13  -0.25  -0.065
H  1.16  -7.50  -0.40  0.458
H  0.55  -9.55  -1.05  0.248
H  -1.04  -10.09  -0.53  0.480
H  0.33  -9.23  -3.28  0.359
H  -0.42  -10.77  -2.94  0.386
H  -2.63  -10.02  -2.95  0.415
H  -1.85  -9.55  -4.29  0.488
H  -1.85  -7.05  -5.07  0.431
H  -0.39  -7.21  -4.05  0.339
H  -1.36  -5.91  -3.77  0.199
H  -4.29  -8.22  -2.52  0.416
H  -3.94  -8.32  -4.29  0.460
H  -4.08  -6.76  -3.47  0.378
H  -3.22  -6.31  -0.95  0.247
C  -0.18  5.06  3.61  -0.797
C  1.13  5.80  3.53  1.672
C  1.63  6.42  4.87  -2.057
C  2.30  4.78  3.16  -1.953
C  2.17  4.29  1.72  1.816
C  2.23  5.48  0.78  -1.273
C  1.09  6.47  1.04  1.881
C  1.43  7.70  0.16  -1.962
C  -0.21  5.89  0.47  -1.618
N  1.10  6.81  2.45  0.367
O  0.22  7.88  2.74  -0.495
H  -0.11  4.25  4.35  0.372
H  -0.99  5.69  3.99  0.470
H  -0.47  4.61  2.67  -0.488
H  2.64  6.80  4.74  0.480
H  0.96  7.29  4.94  0.458
H  1.57  5.73  5.70  0.343
H  3.27  5.20  3.45  0.350
H  2.22  3.88  3.78  0.496
H  3.01  3.60  1.55  0.342
H  1.30  3.69  1.46  -1.316
H  2.07  5.01  -0.20  -0.318
H  3.21  5.93  0.93  0.744
H  2.49  7.94  0.26  0.415
H  0.77  8.52  0.43  0.555
H  1.23  7.53  -0.90  0.314
H  -0.53  6.21  -0.53  0.482
H  -1.04  6.34  1.03  0.453
H  -0.34  4.81  0.43  -0.060
H  0.77  8.67  2.64  0.380
C  -4.68  -0.32  -2.40  -1.006
C  -5.57  -1.57  -2.35  0.604
C  -5.89  -1.95  -0.92  -1.066
O  -6.82  -1.24  -2.99  -0.597
H  -3.65  -0.52  -2.09  -0.032
H  -5.03  0.46  -1.73  0.326
H  -4.62  0.11  -3.40  0.394
H  -5.16  -2.45  -2.85  0.246
H  -6.50  -1.22  -0.40  0.282
H  -4.99  -2.18  -0.34  0.194
H  -6.44  -2.89  -1.03  0.326
H  -6.88  -0.28  -2.96  0.349
C  5.62  -5.45  -0.79  -1.616
C  4.61  -4.87  -1.78  0.055
C  3.23  -4.56  -1.21  -0.496
O  5.14  -3.68  -2.37  -0.462
H  5.96  -4.70  -0.08  0.305
H  6.45  -5.91  -1.32  0.410
H  5.18  -6.24  -0.17  0.375
H  4.65  -5.69  -2.51  0.370
H  3.25  -3.73  -0.51  0.061
H  2.96  -5.41  -0.57  0.279
H  2.53  -4.34  -2.01  0.450
H  4.63  -3.60  -3.18  0.277
C  1.00  4.03  -2.71  -0.122
C  -0.47  3.66  -2.93  0.969
C  -1.24  4.56  -3.91  -1.677
O  -0.49  2.33  -3.46  -0.570
H  1.82  3.76  -3.36  0.444
H  1.18  3.50  -1.76  -0.393
H  1.11  5.03  -2.26  0.055
H  -1.04  3.68  -2.00  -0.135
H  -2.29  4.36  -3.64  0.435
H  -1.08  4.33  -4.96  0.368
H  -1.13  5.62  -3.69  0.328
H  0.16  2.28  -4.17  0.375



2.
Density functional theory data (ωB97M-V/def2-TZVPD) for 8 unconnected molecules or ions with the total composition C54H119N5O8.

Calculated values
SMILES: CC1(C)CCCC(C)(C)N1O.CC1(C)CCCC(C)(C)N1O.CC1(C)CCCC(C)(C)N1O.CC1(C)CCCC(C)(C)N1O.CC1(C)CCCC(C)(C)N1O.CC(C)O.CC(C)O.CC(C)O
Charge: 0
Molecular weight, g mol⁻¹: 966.57
Lowest unoccupied orbital energy, Ha: 0.0069

Last column: Mulliken charge in e.
Geometry (Å):
C  4.08  -15.94  -0.11  -1.508
C  4.80  -14.80  0.71  1.215
C  5.40  -15.46  2.07  -1.732
C  6.00  -14.38  -0.27  -1.164
C  5.58  -13.64  -1.56  -0.724
C  4.68  -12.49  -1.14  -1.234
C  3.53  -12.71  -0.17  1.863
C  3.26  -11.28  0.37  -2.090
C  2.25  -13.22  -0.81  -1.799
N  4.07  -13.53  0.97  0.230
O  3.19  -13.62  2.05  -0.473
H  3.01  -15.85  0.11  0.351
H  4.24  -15.76  -1.17  0.249
H  4.47  -16.94  0.10  0.392
H  6.18  -16.15  1.75  0.425
H  5.70  -14.71  2.80  0.377
H  4.71  -16.13  2.58  0.383
H  6.52  -13.58  0.25  0.421
H  6.74  -15.17  -0.43  0.360
H  6.47  -13.29  -2.09  0.381
H  5.01  -14.25  -2.26  0.368
H  4.36  -12.18  -2.14  0.295
H  5.25  -11.63  -0.79  0.527
H  2.31  -11.33  0.90  0.479
H  3.11  -10.54  -0.41  0.434
H  3.95  -10.78  1.05  0.426
H  2.44  -14.06  -1.48  0.349
H  1.80  -12.34  -1.28  0.461
H  1.60  -13.54  0.01  0.395
H  3.56  -13.00  2.68  0.342
C  -8.94  1.63  4.55  -1.957
C  -8.94  0.50  3.48  1.276
C  -7.88  0.75  2.42  -1.651
C  -8.56  -0.80  4.27  -1.081
C  -9.03  -2.08  3.57  -0.837
C  -10.46  -1.99  2.98  -1.105
C  -10.84  -0.64  2.21  1.465
C  -10.35  -0.78  0.72  -1.684
C  -12.37  -0.46  2.24  -1.961
N  -10.27  0.50  2.87  0.449
O  -10.60  1.70  2.33  -0.480
H  -9.74  1.59  5.29  0.399
H  -7.91  1.65  4.91  0.412
H  -9.07  2.63  4.16  0.506
H  -6.94  0.79  2.97  0.443
H  -7.80  -0.05  1.68  0.268
H  -8.02  1.77  2.08  0.390
H  -7.54  -0.96  4.62  0.436
H  -9.25  -0.85  5.12  0.400
H  -8.27  -2.29  2.81  0.377
H  -8.93  -2.92  4.26  0.442
H  -11.10  -2.15  3.85  0.402
H  -10.47  -2.95  2.46  0.331
H  -10.10  0.17  0.25  0.373
H  -11.01  -1.36  0.07  0.381
H  -9.33  -1.16  0.79  0.346
H  -12.56  0.34  1.51  0.436
H  -12.78  -0.30  3.23  0.414
H  -12.86  -1.39  1.94  0.444
H  -11.00  2.17  3.06  0.366
C  -0.76  -0.36  1.16  -1.515
C  0.07  -1.57  0.92  1.665
C  1.54  -1.26  0.92  -2.062
C  -0.01  -2.55  2.15  -1.421
C  -1.25  -3.46  2.28  -0.770
C  -1.34  -4.16  0.87  -1.429
C  -1.47  -3.25  -0.40  1.824
C  -1.23  -4.05  -1.67  -1.975
C  -2.78  -2.54  -0.45  -1.812
N  -0.31  -2.29  -0.30  0.301
O  -0.18  -1.41  -1.35  -0.494
H  -0.67  0.18  2.10  0.362
H  -0.68  0.35  0.35  0.344
H  -1.77  -0.75  0.98  0.316
H  2.11  -2.09  0.51  0.463
H  1.78  -0.35  0.37  0.385
H  2.06  -1.03  1.85  0.371
H  0.85  -3.21  2.21  0.467
H  0.11  -1.93  3.03  0.490
H  -1.13  -4.12  3.15  0.399
H  -2.01  -2.71  2.47  0.338
H  -2.05  -4.99  0.94  0.490
H  -0.45  -4.78  0.74  0.438
H  -1.37  -3.34  -2.48  0.450
H  -1.95  -4.86  -1.69  0.402
H  -0.19  -4.37  -1.79  0.414
H  -2.80  -1.70  -1.15  0.380
H  -3.08  -2.12  0.51  0.411
H  -3.58  -3.27  -0.56  0.402
H  0.50  -1.83  -1.89  0.367
C  -1.02  11.39  5.49  -1.867
C  -2.10  10.77  4.56  1.418
C  -3.61  11.14  4.89  -1.607
C  -1.80  11.41  3.18  -1.161
C  -2.54  10.68  1.97  -0.818
C  -2.28  9.17  2.17  -1.171
C  -2.62  8.49  3.46  1.865
C  -4.14  8.37  3.52  -1.822
C  -1.98  7.09  3.34  -2.085
N  -1.95  9.30  4.47  0.320
O  -1.88  8.74  5.77  -0.475
H  -0.02  10.96  5.43  0.425
H  -0.95  12.46  5.30  0.410
H  -1.14  11.32  6.57  0.385
H  -4.27  10.98  4.05  0.281
H  -3.97  10.38  5.59  0.356
H  -3.74  12.11  5.37  0.381
H  -2.13  12.44  3.08  0.398
H  -0.71  11.47  3.10  0.461
H  -3.61  10.87  2.04  0.320
H  -2.13  11.11  1.06  0.401
H  -1.24  8.94  1.93  0.464
H  -2.99  8.83  1.42  0.385
H  -4.77  9.15  3.09  0.310
H  -4.48  8.38  4.56  0.401
H  -4.57  7.44  3.14  0.401
H  -0.89  7.08  3.28  0.417
H  -2.24  6.50  2.46  0.420
H  -2.32  6.52  4.21  0.451
H  -0.97  8.44  5.81  0.334
C  5.25  8.15  -2.57  -1.788
C  5.51  6.63  -2.20  1.488
C  6.40  6.78  -0.92  -1.683
C  4.15  5.98  -1.73  -1.316
C  3.22  5.41  -2.86  -0.830
C  4.01  4.57  -3.79  -1.110
C  5.30  5.20  -4.32  1.708
C  6.19  4.08  -5.00  -2.138
C  4.87  6.32  -5.36  -1.814
N  6.15  5.76  -3.16  0.253
O  7.41  6.23  -3.58  -0.452
H  6.08  8.75  -2.92  0.414
H  4.64  8.24  -3.47  0.355
H  4.91  8.78  -1.74  0.458
H  5.86  6.35  -0.07  0.385
H  7.23  6.09  -1.07  0.378
H  6.85  7.70  -0.56  0.339
H  4.25  5.20  -0.99  0.549
H  3.51  6.74  -1.28  0.360
H  2.41  4.89  -2.34  0.366
H  2.82  6.29  -3.36  0.327
H  3.35  4.42  -4.64  0.406
H  4.19  3.64  -3.24  0.411
H  5.56  3.45  -5.63  0.438
H  6.45  3.36  -4.23  0.394
H  6.98  4.57  -5.57  0.589
H  4.73  6.04  -6.41  0.428
H  5.68  7.03  -5.48  0.401
H  3.93  6.82  -5.11  0.281
H  7.75  5.39  -3.88  0.402
C  9.00  0.40  -0.14  -1.230
C  9.86  1.46  -0.91  0.733
C  10.61  2.40  -0.01  -1.389
O  10.79  0.79  -1.75  -0.552
H  9.22  0.43  0.92  0.338
H  9.28  -0.64  -0.34  0.364
H  7.95  0.67  -0.21  0.287
H  9.25  2.19  -1.44  0.101
H  9.91  2.66  0.78  0.348
H  10.96  3.33  -0.45  0.322
H  11.48  1.87  0.37  0.345
H  10.60  1.24  -2.58  0.334
C  5.49  -2.86  -6.84  -1.241
C  4.14  -3.37  -6.42  0.342
C  4.15  -4.83  -6.19  -1.130
O  3.82  -2.74  -5.17  -0.515
H  5.31  -1.88  -7.29  0.340
H  5.93  -3.34  -7.71  0.351
H  6.19  -2.67  -6.03  0.318
H  3.49  -3.05  -7.23  0.265
H  4.81  -5.17  -6.99  0.309
H  3.15  -5.27  -6.22  0.298
H  4.55  -5.27  -5.27  0.322
H  4.56  -3.02  -4.63  0.340
C  -6.11  5.34  -2.54  -1.172
C  -5.59  4.18  -3.48  0.635
C  -5.74  2.82  -2.97  -1.316
O  -6.35  4.33  -4.72  -0.555
H  -5.44  6.16  -2.80  0.312
H  -5.99  5.07  -1.49  0.313
H  -7.13  5.63  -2.79  0.320
H  -4.52  4.37  -3.53  0.144
H  -6.67  2.71  -2.40  0.299
H  -4.97  2.72  -2.20  0.326
H  -5.58  2.01  -3.68  0.399
H  -6.27  3.59  -5.33  0.295



Relative calculated energies, zero for the most stable structure, unit kJ/mol: 1 0.0; 2 420.3.



1.
Density functional theory data (ωB97M-V/def2-TZVPD) for a gas-phase ion, C3H5N2O2 (charge +1).

Calculated values
Charge: +1
Molecular weight, g mol⁻¹: 101.08
Lowest unoccupied orbital energy (alpha / beta), Ha: -0.2380 / -0.2540

Last column: Mulliken charge in e.
Geometry (Å):
C  1.40  -0.53  -0.12  0.596
C  -0.15  -0.81  -0.61  -0.543
C  -0.56  1.39  0.33  0.019
N  1.65  0.73  -0.02  -0.281
N  -0.87  -0.06  0.56  -0.190
O  2.06  -1.49  0.15  -0.430
O  0.66  1.59  0.07  0.020
H  -0.35  -0.33  -1.68  0.319
H  -0.41  -1.88  -0.55  0.355
H  -1.30  2.07  0.00  0.394
H  -1.87  -0.32  0.56  0.374
H  -0.26  -0.36  1.31  0.367



2.
Density functional theory data (ωB97M-V/def2-TZVPD) for a gas-phase ion, C3H5N2O2 (charge +1).

Calculated values
SMILES: C/C(=C/[NH+]=O)N=O
Charge: +1
Molecular weight, g mol⁻¹: 101.08
Lowest unoccupied orbital energy, Ha: -0.2256

Last column: Mulliken charge in e.
Geometry (Å):
C  1.27  1.11  -0.06  -1.284
C  0.09  0.25  -0.11  0.946
C  0.07  -1.18  -0.08  -0.465
N  -1.15  -1.65  0.00  0.207
O  -2.11  -0.74  -0.10  -0.418
N  -1.05  0.85  0.09  0.572
O  -1.69  1.79  0.22  -0.345
H  2.29  0.67  -0.36  0.357
H  1.52  1.46  1.03  0.320
H  1.18  1.98  -0.66  0.395
H  0.84  -1.93  -0.29  0.390
H  -1.27  -2.62  0.33  0.324



3.
Density functional theory data (ωB97M-V/def2-TZVPD) for a gas-phase ion, C3H5N2O2 (charge +1).

Calculated values
SMILES: Cc1c[n+](=O)o[nH]1
Charge: +1
Molecular weight, g mol⁻¹: 101.08
Lowest unoccupied orbital energy (alpha / beta), Ha: -0.2149 / -0.2149

Last column: Mulliken charge in e.
Geometry (Å):
C  1.72  0.00  -0.04  -1.077
C  0.28  0.09  -0.01  0.597
C  -0.66  1.08  0.04  -0.321
N  -2.00  0.39  0.04  0.712
O  -3.10  0.72  -0.19  -0.440
O  -1.70  -0.99  0.11  -0.158
N  -0.35  -1.10  0.06  -0.010
H  2.14  0.61  -0.83  0.322
H  1.88  -1.02  -0.42  0.336
H  2.41  0.08  0.85  0.299
H  -0.64  2.21  0.05  0.403
H  0.01  -2.07  0.33  0.335



Relative calculated energies, zero for the most stable structure, unit kJ/mol: 1 66.7; 2 42.2; 3 0.0.